Computed, not measured: 10 unconnected molecules or ions with the total composition C4H27NO10, with the ωB97M-V functional and the def2-TZVPD basis.

```
42
C4H27NO10 the ωB97M-V functional and the def2-TZVPD basis
C 0.252 1.375 -3.450
C 0.755 -0.088 -3.509
C 0.792 -0.699 -2.121
O 0.076 -0.187 -1.262
N 1.851 -1.523 -1.865
C 2.139 -1.864 -0.490
H 0.459 1.887 -4.375
H -0.813 1.422 -3.234
H 0.801 1.914 -2.697
H 1.691 -0.028 -4.112
H -0.055 -0.665 -4.023
H 2.720 -1.517 -2.378
H 1.344 -2.521 -0.072
H 2.102 -1.118 0.296
H 3.002 -2.514 -0.416
O 0.706 -0.531 1.332
H 0.805 0.420 1.438
H 0.460 -0.830 0.414
O -3.549 -0.643 -1.770
H -4.248 -0.038 -2.019
H -2.838 -0.213 -1.301
O 2.849 -0.674 3.443
H 2.185 -0.998 2.820
H 2.463 -0.608 4.316
O -1.104 1.290 0.564
H -1.638 1.161 1.395
H -1.001 0.453 0.131
O -4.289 0.419 3.143
H -3.468 -0.019 2.922
H -4.191 1.275 2.718
O -2.923 2.011 -1.114
H -2.370 2.498 -1.731
H -2.346 2.009 -0.296
O -1.576 0.772 3.045
H -2.093 1.187 3.764
H -0.889 0.166 3.353
O -0.307 -1.430 4.280
H -0.948 -1.950 4.768
H -0.420 -1.621 3.332
O 4.553 0.332 -1.946
H 4.978 0.540 -1.109
H 4.083 1.148 -2.183
```

Properties
SMILES   CCC(=O)NC.O.O.O.O.O.O.O.O.O
Spin multiplicity   1
E_tot   -975.72828 Eh
Energy relative to the best compared isomer or geometry (same formula, charge and spin)   38.6 kcal/mol
Largest force on an atom   0.06932 hartree/bohr